# 1
DFT (the ωB97M-V functional and the def2-TZVPD basis) results for a cluster of 13 separate species, C52H96O26S9 in total.

Molar mass = 1425.92 g/mol
Spin multiplicity = 1
Kohn-Sham gap = 9.5 eV
E_LUMO = -0.24 eV
HOMO = -0.35731 Ha

Last column: Mulliken charge in e.
Element x y z (Å)
C  1.4413  -3.1225  4.8006  0.2585
C  0.0484  -2.6712  5.1126  -0.4182
C  -1.0543  -3.4423  4.2713  -0.7050
S  -0.0969  -4.6371  3.1904  0.9773
O  0.2008  -3.8699  1.9984  -0.3440
O  -0.7523  -5.9648  3.0698  -0.6849
C  1.4358  -4.5917  4.2838  -0.9229
H  2.0066  -2.9224  5.7108  0.4839
H  1.9371  -2.5093  4.0482  -0.4450
H  -0.0607  -1.5890  5.0417  -0.0051
H  -0.0969  -2.5966  6.1903  0.4399
H  -1.6308  -2.9585  3.4828  0.2427
H  -1.6863  -4.1507  4.8069  0.5131
H  2.2268  -4.8065  3.5653  0.3558
H  1.3779  -5.4212  4.9886  0.4026
C  -5.6165  1.3259  -0.1196  -0.3986
C  -4.6041  0.1205  0.0478  0.9459
C  -5.5166  -1.0473  0.2903  -1.1182
S  -6.6427  -0.5104  1.7407  1.0105
O  -5.8690  -0.2357  3.0189  -0.6019
O  -7.8702  -1.3639  1.7629  -0.6508
C  -6.9046  1.1870  0.9340  -0.7778
H  -5.9594  1.3078  -1.1541  0.4273
H  -5.1906  2.3110  0.0713  -0.1972
H  -3.9135  0.3783  0.8508  -0.3242
H  -3.9887  -0.1013  -0.8242  0.0961
H  -5.0047  -1.9542  0.6120  0.4980
H  -6.2298  -1.2003  -0.5197  0.3787
H  -7.2939  2.0074  1.5369  0.4902
H  -7.7148  0.8858  0.2699  0.3357
C  1.8639  0.5927  -6.5491  -0.5939
C  0.5889  0.2208  -5.9692  0.2551
C  -0.0136  1.4017  -5.1608  -0.9430
S  1.4478  2.0437  -4.1981  1.0985
O  1.6964  1.2751  -2.9991  -0.1123
O  1.3819  3.5026  -4.0989  -0.8099
C  2.5782  1.6243  -5.6697  -0.6476
H  1.6607  1.2241  -7.4140  0.2535
H  2.4917  -0.2413  -6.8627  0.3962
H  0.3698  -0.6311  -5.3254  -0.7889
H  -0.2009  -0.1392  -6.6285  0.6129
H  -0.7872  1.1436  -4.4376  0.3569
H  -0.3870  2.1017  -5.9081  0.4180
H  3.5306  1.4137  -5.1831  -0.0109
H  2.7603  2.6375  -6.0280  0.5039
C  -0.7289  2.3252  5.0996  0.1086
C  -1.2437  2.7547  6.5136  -0.8204
C  -1.0293  4.2322  6.6193  -0.5291
S  0.6338  4.4605  5.9597  1.1109
O  1.6130  4.0527  7.0358  -0.6812
O  0.7961  5.7257  5.3354  -0.6439
C  0.5036  3.1268  4.7231  0.2092
H  -1.3872  2.2270  4.2364  0.2568
H  -0.5224  1.2551  5.1139  -0.3171
H  -0.6820  2.1980  7.2638  0.3767
H  -2.2712  2.3977  6.5823  0.3875
H  -1.1955  4.6843  7.5970  0.5008
H  -1.7021  4.8299  6.0042  0.0789
H  1.4567  2.5984  4.7048  0.2264
H  0.2694  3.6027  3.7709  -0.2194
C  -1.9289  -4.5914  -2.9218  -0.6100
C  -2.2630  -3.3855  -3.8674  -0.2427
C  -1.0397  -3.2984  -4.7778  -0.5033
S  0.5160  -3.8594  -3.9038  0.9834
O  1.1759  -2.6878  -3.2833  -0.3248
O  1.2055  -4.8735  -4.6697  -0.7283
C  -0.4427  -4.6268  -2.5504  0.1508
H  -2.2531  -5.5909  -3.2118  0.3396
H  -2.5522  -4.4297  -2.0423  0.1987
H  -2.3562  -2.4939  -3.2474  -0.1376
H  -3.2675  -3.5184  -4.2692  0.4806
H  -0.7396  -2.3645  -5.2530  0.1494
H  -1.1346  -4.0588  -5.5530  0.4051
H  -0.1624  -4.0825  -1.6486  -0.2041
H  -0.0521  -5.6442  -2.5744  0.3063
C  2.2815  4.0637  0.2208  0.3805
C  0.9672  4.3434  -0.4739  1.8061
C  1.1827  5.6432  -1.2895  -1.0833
S  2.4492  6.7351  -0.2892  1.0519
O  1.6715  7.8169  0.3665  -0.6472
O  3.6996  6.9704  -1.0798  -0.6494
C  2.6279  5.3488  0.9649  -0.9237
H  2.9703  3.7049  -0.5441  -0.2430
H  2.1249  3.3007  0.9833  -0.0924
H  0.1656  4.3399  0.2647  -0.9878
H  0.6732  3.6542  -1.2656  -0.3837
H  0.3943  6.2648  -1.7139  0.5530
H  1.6055  5.2969  -2.2326  0.4288
H  1.8495  5.5848  1.6904  0.2487
H  3.6363  5.3741  1.3779  0.5920
C  5.5252  2.3390  -1.9224  -0.0540
C  4.9675  1.0250  -2.4830  -0.1276
C  6.0395  -0.1405  -2.2186  -0.7228
S  7.7181  0.6873  -2.2482  0.9789
O  8.3604  0.4561  -3.4940  -0.6200
O  8.4048  0.5023  -0.9602  -0.6273
C  6.9817  2.4585  -2.2335  -0.9880
H  5.5572  2.0932  -0.8609  -0.3391
H  5.0109  3.2927  -2.0415  0.5497
H  4.9850  1.1398  -3.5668  -0.0953
H  3.9886  0.5948  -2.2714  0.2749
H  5.9193  -1.1629  -2.5766  0.6328
H  5.8495  -0.2517  -1.1510  0.1038
H  6.7963  2.7185  -3.2756  0.4638
H  7.5491  3.2714  -1.7804  0.4868
C  4.2490  -5.2930  -0.8486  -0.8174
C  4.8183  -6.5352  -0.0190  -0.6584
C  3.8525  -7.7410  0.0048  -0.8777
S  2.1619  -7.0621  -0.1948  1.3350
O  1.5076  -7.0523  1.1264  -0.6082
O  1.4199  -7.5727  -1.3414  -0.7122
C  2.6645  -5.2757  -0.5618  0.4452
H  4.3685  -5.3156  -1.9318  0.3746
H  4.7083  -4.3146  -0.7075  0.4364
H  4.9538  -6.0447  0.9449  0.2676
H  5.8378  -6.7100  -0.3628  0.4826
H  3.7630  -8.3774  0.8852  0.3846
H  3.8838  -8.3908  -0.8698  0.3865
H  2.3485  -4.7772  0.3545  -0.0115
H  2.0314  -4.9805  -1.3986  -0.5371
C  -2.2249  5.5506  1.6153  0.5275
C  -2.9207  5.5520  2.9818  -0.1144
C  -3.9274  6.6407  2.9448  -1.1321
S  -4.7143  6.6495  1.3099  1.1156
O  -4.7723  8.0742  0.9199  -0.6866
O  -5.7886  5.6655  1.4291  -0.6056
C  -3.2926  5.7377  0.5212  -0.3065
H  -1.5810  4.6905  1.4314  -0.9121
H  -1.4996  6.3623  1.5582  0.4482
H  -2.0766  5.7230  3.6499  0.0154
H  -3.4099  4.6345  3.3087  0.3424
H  -3.4413  7.6142  2.8806  0.4470
H  -4.5090  6.6910  3.8653  0.5288
H  -2.9820  6.3783  -0.3041  0.4154
H  -3.5382  4.7535  0.1222  -0.1966
O  -2.8343  1.8768  -2.1648  -0.3996
C  -3.1193  2.8104  -2.8601  0.2594
O  -4.2801  2.8737  -3.4882  -0.4333
C  -4.3861  4.0370  -4.3318  -0.4515
C  -3.4126  4.9240  -3.6612  -0.8862
C  -2.3565  4.0873  -2.9098  1.0275
H  -5.4426  4.3051  -4.3332  0.3272
H  -4.1253  3.8108  -5.3657  0.2138
H  -3.9942  5.5135  -2.9524  0.2515
H  -3.1811  5.7571  -4.3248  0.5582
H  -1.9321  4.4709  -1.9820  -0.5604
H  -1.5245  4.1797  -3.6079  0.0488
O  3.7000  1.5272  4.0157  -0.6096
C  3.5462  0.7235  3.1111  0.1586
O  2.4249  -0.1181  2.9413  -0.3211
C  2.4063  -0.6949  1.7064  1.6185
C  3.8720  -0.6561  1.3372  -0.4142
C  4.6024  0.4948  2.0310  -0.0162
H  1.8498  -0.0112  1.0654  -1.2426
H  2.0523  -1.7256  1.7270  -0.2260
H  3.8262  -0.5830  0.2506  0.2166
H  4.4410  -1.5233  1.6725  0.2354
H  4.6764  1.3529  1.3629  -0.1534
H  5.5325  0.1498  2.4827  0.4610
O  -3.5866  -5.4787  1.0013  -0.6378
C  -3.0862  -6.5204  0.6285  0.4362
O  -2.4162  -6.7552  -0.5170  -0.1336
C  -1.9959  -8.0924  -0.5802  0.0899
C  -2.5672  -8.8320  0.5863  -0.7243
C  -3.2504  -7.8073  1.4509  -0.2763
H  -0.9077  -8.1555  -0.5771  -0.0689
H  -2.4210  -8.6078  -1.4415  0.2766
H  -1.7617  -9.3330  1.1232  0.2906
H  -3.3350  -9.5971  0.4718  0.2791
H  -2.8161  -7.8079  2.4507  0.1227
H  -4.3148  -8.0184  1.5546  0.3740
O  -1.3043  2.2896  0.5137  -0.4598
C  -1.0178  1.1409  0.4070  0.4127
O  -1.4563  0.2728  1.4322  -0.3562
C  -1.0157  -1.0013  1.1622  0.4218
C  -0.7407  -0.8841  -0.3313  -0.0399
C  -0.2569  0.4414  -0.6003  0.9240
H  -1.6974  -1.8488  1.2338  0.3516
H  -0.0195  -1.2394  1.5352  -0.8872
H  -1.6208  -1.0679  -0.9475  0.0305
H  -0.0215  -1.6082  -0.7140  0.3263
H  -0.5754  0.6424  -1.6231  -0.1487
H  0.8271  0.5547  -0.5844  -0.5682

# 2
DFT (the ωB97M-V functional and the def2-TZVPD basis) results for a structure of composition C7H17N2O.

Molar mass = 145.23 g/mol
Spin multiplicity = 1
Net charge = -1
Kohn-Sham gap (alpha / beta) = 5.6 / 6.5 eV
E_LUMO (alpha / beta) = 3.81 / 3.81 eV
HOMO (alpha / beta) = -0.06654 / -0.09789 Ha

Last column: Mulliken charge in e.
Element x y z (Å)
C  2.7272  1.3181  0.9155  -1.1287
C  1.1849  -1.3207  0.7537  -1.9361
C  0.5545  -0.8287  -1.6367  -1.5688
C  -2.8709  0.5349  -0.7236  -0.8943
C  -3.0973  -0.1792  1.4820  -0.8337
C  2.2545  0.7456  -0.4562  -1.0537
C  0.8939  -0.2459  -0.2673  1.8773
N  -2.7383  -0.4384  0.0920  -0.3627
N  -0.0347  0.6220  0.3467  -0.5280
O  -0.5497  1.5794  -0.4858  -0.5352
H  1.8419  1.6000  1.4252  0.3932
H  3.4163  0.5139  1.4411  0.1821
H  3.4281  2.1598  0.7570  0.3407
H  1.5739  -0.9817  1.6894  0.4885
H  0.2247  -1.7159  1.2663  0.3284
H  1.9190  -2.0588  0.5679  0.4370
H  -0.4666  -0.7257  -1.6105  0.3250
H  1.0895  -0.3611  -2.4807  0.3127
H  0.7629  -1.8666  -1.6224  0.3460
H  -3.4596  1.4405  -0.4461  0.4013
H  -1.6879  1.1927  -0.8460  0.3117
H  -2.7918  0.2330  -1.7754  0.4552
H  -2.2842  0.1810  2.0659  0.2038
H  -3.8166  0.6465  1.3678  0.3842
H  -3.4570  -1.1104  1.9714  0.2022
H  2.0884  1.4425  -1.2902  0.4341
H  2.9963  0.0238  -0.7871  0.4178

# 3
DFT (the ωB97M-V functional and the def2-TZVPD basis) results for a structure of composition C12H5Cl5NO3PtS.

Molar mass = 615.59 g/mol
Spin multiplicity = 1
Net charge = -1
Kohn-Sham gap = 6.9 eV
E_LUMO = 2.42 eV
HOMO = -0.16508 Ha
Energy relative to the best compared isomer or geometry (same formula, charge and spin) = 0.0000 eV

Last column: Mulliken charge in e.
Element x y z (Å)
Pt  0.2911  -0.4654  0.3457  0.5395
Cl  0.5062  -1.7638  3.2001  -0.1651
C  0.4532  -0.0253  3.2003  1.2038
C  0.4171  0.6282  1.9688  -1.5609
C  0.3704  2.0266  2.0035  0.7766
Cl  0.3298  2.9015  0.5138  -0.1687
C  0.3650  2.7346  3.2022  -0.0608
Cl  0.3238  4.4604  3.2055  -0.2032
C  0.4057  2.0462  4.4132  0.4490
Cl  0.4029  2.9129  5.9078  -0.2040
C  0.4452  0.6575  4.4123  -0.1398
Cl  0.4973  -0.2076  5.9046  -0.2045
S  1.9289  0.0271  -1.1693  -0.4803
C  3.5544  -0.1339  -0.4983  0.4131
C  3.8064  -0.3845  0.8516  -0.0468
C  5.1068  -0.4219  1.3335  -0.5880
C  6.1844  -0.2029  0.4864  -0.4297
C  5.9446  0.0195  -0.8641  -0.4424
C  4.6481  0.0459  -1.3523  -0.5512
H  2.9634  -0.5432  1.5118  0.2056
H  5.2773  -0.6059  2.3880  0.3612
H  7.1968  -0.2051  0.8711  0.3448
H  6.7752  0.1890  -1.5396  0.3338
H  4.4691  0.2133  -2.4081  0.3383
O  -0.7742  -2.0276  -0.9114  -0.6875
N  -1.9032  -1.6232  -0.5033  1.2689
O  -2.9456  -2.0179  -0.9559  -0.6233
O  -1.8583  -0.8112  0.4942  -0.6783

# 4
DFT (the ωB97M-V functional and the def2-TZVPD basis) results for a structure of composition C32H37DyN4O6PS.

Molar mass = 799.21 g/mol
Spin multiplicity = 6
Net charge = +1
Kohn-Sham gap (alpha / beta) = 6.3 / 6.3 eV
E_LUMO (alpha / beta) = -3.37 / -3.34 eV
HOMO (alpha / beta) = -0.35483 / -0.35481 Ha
<S²> = 9.3276
Energy relative to the best compared isomer or geometry (same formula, charge and spin) = 0.9041 eV

Last column: Mulliken spin population.
Element x y z (Å)
Dy  -0.1104  0.6960  0.4671  4.8930
O  -1.6713  -3.6201  5.9920  0.0000
C  -2.4724  -3.4200  5.1025  -0.0004
O  -3.6051  -3.7554  4.8158  -0.0001
C  -1.8708  -2.4381  3.9638  0.0034
C  -0.5547  -2.5674  3.5674  -0.0023
C  -0.1560  -1.8817  2.4075  -0.0037
N  -0.9435  -0.9184  1.8923  0.0045
C  -2.1509  -0.6560  2.4230  -0.0008
C  -2.7121  -1.5169  3.3734  0.0006
C  -2.8856  0.4714  1.8239  -0.0005
C  -3.8922  1.1670  2.5013  -0.0008
C  -4.5520  2.1967  1.8549  -0.0004
C  -4.2253  2.4838  0.5334  0.0008
C  -3.2301  1.7411  -0.0729  -0.0003
N  -2.5468  0.7801  0.5494  0.0101
C  1.1363  -2.0861  1.7405  0.0063
C  1.9881  -3.1431  2.0919  -0.0002
C  3.2444  -3.2211  1.5272  0.0002
C  3.6349  -2.2386  0.6214  0.0005
C  2.7274  -1.2508  0.2895  0.0000
N  1.4967  -1.1698  0.8040  0.0117
H  0.1174  -3.1744  4.1521  -0.0005
H  -3.7598  -1.4875  3.6286  -0.0003
H  -4.1307  0.9157  3.5232  -0.0003
H  -5.3109  2.7685  2.3667  0.0001
H  -4.7276  3.2646  -0.0122  -0.0002
H  -2.9624  1.9052  -1.1115  0.0002
H  1.6682  -3.8861  2.8049  0.0001
H  3.9160  -4.0221  1.7930  -0.0001
H  4.6212  -2.2449  0.1873  0.0002
H  2.9939  -0.4745  -0.4210  0.0003
C  -2.3469  -3.0262  -0.4088  0.0009
C  -2.5020  -1.8935  -1.4210  -0.0039
P  -0.9203  -0.9837  -1.7553  0.0290
C  0.2368  -2.3629  -2.2237  -0.0010
C  -0.2172  -3.3556  -3.2899  -0.0005
C  -1.2501  -0.1433  -3.3976  0.0000
C  -2.4228  -0.6262  -4.2496  -0.0004
H  -3.3298  -3.3822  -0.1068  -0.0001
H  -1.8208  -2.6915  0.4824  -0.0007
H  -1.8074  -3.8683  -0.8358  0.0002
H  -3.2118  -1.1549  -1.0365  0.0002
H  -2.8910  -2.2912  -2.3599  0.0004
H  0.4552  -2.8947  -1.2925  0.0002
H  1.1702  -1.8840  -2.5384  -0.0004
H  -1.1465  -3.8446  -3.0137  0.0001
H  0.5393  -4.1308  -3.3988  0.0000
H  -0.3457  -2.8743  -4.2553  0.0001
H  -0.3216  -0.2300  -3.9719  0.0001
H  -1.3976  0.9216  -3.1823  -0.0004
H  -2.3391  -1.6785  -4.5097  0.0001
H  -2.4395  -0.0556  -5.1776  0.0000
H  -3.3732  -0.4631  -3.7467  0.0000
C  5.1922  0.3683  -2.7882  0.0001
C  4.0918  1.1909  -2.2032  0.0014
C  4.3603  2.2178  -1.3000  -0.0026
C  3.3384  2.9931  -0.7766  0.0020
C  2.0371  2.7352  -1.1616  0.0010
C  1.7390  1.7144  -2.0552  0.0034
C  2.7695  0.9473  -2.5733  -0.0014
S  0.6317  3.7271  -0.6804  -0.0013
O  -0.4062  2.7764  -0.2703  0.0132
O  0.2957  4.5410  -1.8041  -0.0001
N  1.0959  4.7365  0.5474  -0.0003
C  0.5839  4.6827  1.9123  -0.0002
C  1.2927  3.5918  2.7221  0.0012
C  0.8605  2.2780  2.1004  0.0251
O  -0.2875  1.8436  2.3339  0.0083
O  1.6195  1.7078  1.2715  0.0104
H  6.0336  0.2879  -2.1049  0.0000
H  5.5496  0.8364  -3.7055  0.0000
H  4.8381  -0.6281  -3.0412  0.0000
H  5.3797  2.4161  -1.0046  -0.0002
H  3.5391  3.7957  -0.0848  0.0002
H  0.7217  1.6142  -2.4176  -0.0047
H  2.5611  0.1708  -3.2945  -0.0004
H  1.1740  5.6699  0.1752  0.0001
H  -0.4948  4.4804  1.9153  -0.0001
H  0.7591  5.6554  2.3788  0.0001
H  0.9597  3.6396  3.7600  0.0000
H  2.3727  3.7062  2.6579  0.0001